Entry 1:
The ion C7H11N4 with charge +1 in a non-equilibrium geometry, computed with ωB97M-V/def2-TZVPD.

The geometry in XYZ format:
```
22
Properties=species:S:1:pos:R:3:forces:R:3:mulliken_charge:R:1
N -2.846 -1.083 0.714 0.34 1.84 -1.17 0.010
N -3.144 0.831 -0.450 -1.19 -1.83 -0.18 -0.614
N -1.123 1.939 -0.110 0.91 1.08 -0.12 -0.044
N 1.137 1.238 0.034 -0.64 1.34 0.08 -0.147
C -1.746 -0.323 0.839 2.33 0.10 0.93 -0.386
C 2.365 -0.824 0.401 -2.35 1.35 1.72 -1.169
C 0.538 -0.730 -1.334 -2.70 -1.10 -2.37 -0.658
C -3.652 -0.354 -0.130 -3.50 -0.91 0.21 -0.251
C 1.268 -0.067 -0.487 2.66 -1.06 2.97 0.484
C 0.161 2.171 -0.017 0.88 -3.43 0.10 -0.049
C -1.929 0.821 0.125 0.01 -0.25 -0.19 0.359
H 1.737 -1.666 0.838 1.51 0.87 -0.27 0.248
H -0.902 -0.677 1.403 0.11 0.12 0.08 0.406
H -0.434 -0.334 -1.770 1.57 -0.26 0.38 0.283
H -4.743 -0.771 -0.307 2.57 1.31 -0.01 0.328
H -2.866 -1.979 1.152 -0.82 -0.51 -0.14 0.224
H 3.244 -1.124 -0.063 1.13 -1.10 -1.54 0.385
H 2.843 -0.177 1.242 -1.46 -0.86 -1.12 0.325
H 0.498 3.153 0.059 0.25 1.68 0.06 0.433
H 2.002 1.551 0.482 -0.46 0.07 -0.49 0.257
H -1.565 2.798 -0.397 -1.10 -0.11 0.17 0.299
H 0.759 -1.791 -1.686 -0.02 1.65 0.89 0.279
```
Positions in Å, forces in eV/Å.

## Properties
Energy relative to the best compared isomer or geometry (same formula, charge and spin), kJ/mol: 224.9
SMILES: C=C(C)/[NH+]=C\Nc1c[nH]cn1
Energy, hartree: -492.06656
E_HOMO, eV: -12.7
Frontier orbital gap, eV: 8.70
Total charge: +1

***

Entry 2:
The ion C7H11N4 with charge +1 in a non-equilibrium geometry, computed with ωB97M-V/def2-TZVPD.

The geometry in XYZ format:
```
22
Properties=species:S:1:pos:R:3:forces:R:3:mulliken_charge:R:1
N 2.340 1.044 0.022 0.54 0.12 0.00 -0.479
N 0.161 1.964 -0.323 -0.44 1.05 -0.59 -0.815
N -0.343 0.715 0.153 -0.53 0.46 0.02 0.998
N -1.669 0.470 -0.376 1.55 -1.21 -1.51 -0.357
C -0.190 -1.368 -0.825 -2.20 0.39 1.30 -0.377
C -1.700 -0.947 -0.801 1.55 0.02 0.42 -0.678
C 2.830 -1.257 0.453 -1.38 -1.05 3.72 -1.124
C 0.483 -0.394 -0.208 1.06 -1.90 -1.07 0.163
C 1.931 -0.166 0.028 -0.68 0.16 0.44 0.593
C -2.691 0.787 0.518 0.64 4.19 2.17 -1.147
C 1.429 2.014 -0.341 0.86 2.29 -0.73 0.035
H -2.123 -0.971 -1.762 -0.41 -0.14 -1.48 0.359
H 3.623 -1.442 -0.186 1.73 0.08 -1.25 0.335
H -2.389 -1.530 -0.173 0.68 -0.20 0.24 0.368
H -0.315 0.907 1.156 -0.53 -0.61 0.66 0.485
H -2.597 0.270 1.435 0.33 -0.71 1.52 0.497
H 1.843 3.044 -0.664 -0.59 -1.94 0.49 0.367
H 2.282 -2.253 0.547 0.59 1.40 0.06 0.339
H 0.107 -2.378 -1.135 0.23 0.80 0.00 0.425
H 3.249 -0.945 1.544 -0.85 -0.83 -2.61 0.297
H -2.635 1.948 0.760 -0.55 -2.36 -0.62 0.281
H -3.625 0.486 0.177 -1.61 -0.02 -1.19 0.434
```
Positions in Å, forces in eV/Å.

## Properties
Energy relative to the best compared isomer or geometry (same formula, charge and spin), kJ/mol: 491.7
SMILES: CC1=NC=N[N@@H+]2C1=CCN2C
Energy, hartree: -491.96494
E_HOMO, eV: -14.2
Frontier orbital gap, eV: 9.33
Total charge: +1

***

Entry 3:
A structure of composition C7H11N4P in a non-equilibrium geometry, computed with ωB97M-V/def2-TZVPD.

The geometry in XYZ format:
```
23
Properties=species:S:1:pos:R:3:forces:R:3:mulliken_charge:R:1
P -1.152 -1.704 1.464 -1.87 -0.87 1.47 0.051
N -1.005 -2.626 0.156 0.07 0.02 -0.96 -0.384
N 1.577 1.654 0.924 -2.09 1.93 1.17 -0.066
N 0.520 -0.247 1.043 0.12 1.35 0.78 -0.283
N -2.387 -1.479 -1.323 -3.03 0.53 -1.74 -0.413
C -1.493 -2.295 -1.044 2.80 -1.86 0.63 0.023
C 3.000 1.587 -1.067 0.50 0.76 1.10 -1.257
C 1.299 -0.266 -0.042 1.82 0.21 -1.65 -0.488
C -3.152 -0.697 -0.607 0.65 3.22 1.85 -0.129
C 1.910 0.979 -0.168 2.42 -1.75 -2.04 0.605
C 0.596 0.967 1.577 1.42 -1.76 -1.03 -0.411
C -2.589 0.458 -0.068 -0.16 -1.59 -0.26 -0.662
H 0.043 1.264 2.412 -0.52 0.64 1.07 0.490
H -4.218 -0.843 -0.448 0.01 -0.41 -0.45 0.310
H -1.056 -2.766 -1.891 0.53 -0.84 -0.58 0.425
H 1.746 2.650 1.026 -0.01 -0.32 0.13 0.274
H 1.537 -1.182 -0.624 -0.60 0.89 0.47 0.358
H 4.011 1.665 -0.515 -1.69 0.14 -0.56 0.263
H -0.387 -2.501 2.340 0.17 0.26 0.26 0.076
H -3.238 1.166 0.442 0.53 0.06 0.00 0.247
H -1.489 0.526 -0.207 -1.08 0.67 0.15 0.292
H 3.273 1.094 -1.983 -0.47 -0.76 -0.24 0.369
H 2.652 2.596 -1.398 0.48 -0.53 0.42 0.308
```
Positions in Å, forces in eV/Å.

## Properties
Energy, hartree: -833.51450
Spin multiplicity: 3
E_HOMO (alpha / beta), eV: -4.9 / -7.7
Frontier orbital gap (alpha / beta), eV: 5.35 / 6.39
Total charge: 0
Expectation value of S²: 2.0143

***

Entry 4:
An isolated molecule of C7H11N5 in a non-equilibrium geometry, computed with ωB97M-V/def2-TZVPD.

The geometry in XYZ format:
```
23
Properties=species:S:1:pos:R:3:forces:R:3:mulliken_charge:R:1
N 0.305 -0.294 -1.546 -1.34 -0.56 1.88 0.019
N -1.419 0.618 -2.421 0.52 -0.85 1.11 0.612
N -2.078 1.167 -3.489 -0.13 0.95 -0.25 -0.753
N -0.072 0.423 -2.476 -0.56 -0.57 0.39 -0.465
N -0.962 -0.610 -0.616 -0.01 3.00 -5.71 0.119
C -0.853 -1.422 0.533 0.58 1.28 1.91 -0.381
C 2.186 0.191 1.191 0.72 0.45 -0.91 -1.281
C -1.935 -0.020 -1.325 0.92 -0.93 0.84 -0.120
C 2.433 0.705 3.668 0.12 -1.10 0.55 -1.180
C -0.229 -0.818 1.501 -0.73 -0.66 -2.19 -0.205
C 0.499 -0.608 2.633 -1.26 -0.89 2.64 -0.850
C 1.671 -0.002 2.572 2.16 1.37 -0.13 0.866
H -1.907 0.614 -4.327 -0.01 -0.05 0.24 0.282
H 3.535 0.552 3.632 -0.66 -0.05 -0.03 0.298
H 1.823 -0.594 0.549 -0.10 -0.07 -0.28 0.328
H 2.062 0.341 4.635 0.23 0.24 -0.02 0.347
H -1.375 -2.309 0.388 -0.73 -2.23 -0.32 0.560
H -2.993 -0.023 -1.062 0.53 0.11 -0.17 0.414
H 0.066 -1.009 3.574 0.28 0.90 0.01 0.234
H 1.845 1.146 0.735 0.20 -0.25 0.26 0.243
H 3.281 0.117 1.082 -0.18 0.35 0.42 0.379
H 2.273 1.790 3.634 -0.12 -0.11 -0.19 0.244
H -1.670 2.097 -3.636 -0.43 -0.34 -0.04 0.289
```
Positions in Å, forces in eV/Å.

## Properties
Energy relative to the best compared isomer or geometry (same formula, charge and spin), kJ/mol: 803.1
Energy, hartree: -546.80432
E_HOMO, eV: -5.2
Frontier orbital gap, eV: 5.38
Total charge: 0

***

Entry 5:
An isolated molecule of C7H11NO in a non-equilibrium geometry, computed with ωB97M-V/def2-TZVPD.

The geometry in XYZ format:
```
20
Properties=species:S:1:pos:R:3:forces:R:3:mulliken_charge:R:1
O 2.921 -0.329 -0.361 -1.35 -3.13 3.67 -0.607
N -1.915 -0.412 -0.825 -0.76 0.60 0.99 -0.472
C 1.546 0.065 -0.543 1.18 -2.37 1.58 -0.167
C -1.004 -1.289 -0.104 1.45 -1.74 1.53 -0.402
C 1.031 1.322 0.182 4.33 3.03 0.02 -0.486
C 0.622 -1.118 0.030 0.29 -0.25 -0.71 -0.579
C -0.328 0.870 0.263 -2.59 -1.60 -2.56 0.163
C -0.312 -0.513 0.952 -0.04 1.23 0.19 -0.449
C -1.778 0.912 -0.045 -1.20 1.92 -2.31 -0.666
H 1.104 -2.003 0.495 0.07 0.09 -1.15 0.294
H -2.304 0.974 0.875 -1.52 -0.03 0.49 0.344
H -2.898 -0.723 -0.728 0.90 -0.14 -0.09 0.313
H 2.788 -1.128 0.428 1.19 3.55 -3.38 0.368
H 1.566 1.514 1.150 -0.40 -0.27 -0.63 0.284
H 1.444 0.280 -1.572 -0.28 -0.19 -1.33 0.447
H -0.329 0.650 -0.881 0.86 -0.53 1.11 0.209
H -2.018 1.654 -0.861 -0.28 -0.16 1.46 0.331
H -0.313 -0.520 2.043 -0.09 -0.32 -0.19 0.525
H -1.223 -2.385 0.048 -0.29 1.49 -0.27 0.345
H 1.399 2.178 -0.547 -1.47 -1.19 1.60 0.207
```
Positions in Å, forces in eV/Å.

## Properties
Energy relative to the best compared isomer or geometry (same formula, charge and spin), kJ/mol: 649.0
SMILES: O[C@@H]1C[C@H]2CN[C@H]3[C@@H]1[C@@H]23
Energy, hartree: -403.08677
E_HOMO, eV: -8.7
Frontier orbital gap, eV: 9.54
Total charge: 0

***

Entry 6:
A cluster of 3 separate species, C7H11NO in total, computed with ωB97M-V/def2-TZVPD.

The geometry in XYZ format:
```
20
Properties=species:S:1:pos:R:3:forces:R:3:mulliken_charge:R:1
O -2.691 1.097 -1.037 0.19 -0.15 0.20 -0.518
N 0.015 -1.898 -0.645 0.00 -0.13 0.04 -0.419
C 2.397 0.178 -0.065 -0.10 0.02 0.05 -0.386
C 2.704 0.122 1.222 -0.03 0.02 -0.04 -0.664
C -2.024 0.623 -0.167 -0.06 0.17 -0.11 0.514
C 0.082 -0.596 -0.813 0.08 0.02 -0.06 0.394
C 0.129 0.507 -1.787 -0.02 0.00 0.07 -0.311
C -2.515 0.346 1.239 -0.01 -0.02 -0.03 -1.122
C 0.169 0.630 -0.270 -0.04 -0.04 -0.01 -0.572
H 1.047 0.650 -2.346 0.00 -0.01 0.03 0.258
H 0.216 -2.293 0.262 -0.02 0.06 -0.08 0.252
H 0.050 -2.511 -1.442 0.00 0.08 0.06 0.241
H -2.744 -0.722 1.304 0.01 0.05 -0.01 0.248
H 3.184 0.150 -0.825 0.01 0.00 0.04 0.194
H -3.419 0.918 1.464 0.06 -0.03 -0.04 0.385
H 1.927 0.158 1.994 0.00 0.01 -0.05 0.169
H -1.735 0.560 1.971 -0.02 0.00 -0.04 0.289
H -0.789 0.792 -2.297 -0.01 -0.02 0.06 0.244
H 0.278 1.229 0.616 0.01 -0.01 0.00 0.524
H 3.720 0.061 1.621 -0.06 -0.01 -0.07 0.276
```
Positions in Å, forces in eV/Å.

## Properties
Energy relative to the best compared isomer or geometry (same formula, charge and spin), kJ/mol: 797.4
Energy, hartree: -403.03025
E_HOMO (alpha / beta), eV: -6.0 / -6.3
Frontier orbital gap (alpha / beta), eV: 6.61 / 6.86
Total charge: 0

***

Entry 7:
An isolated molecule of C7H11NO in a non-equilibrium geometry, computed with ωB97M-V/def2-TZVPD.

The geometry in XYZ format:
```
20
Properties=species:S:1:pos:R:3:forces:R:3:mulliken_charge:R:1
O -2.542 -1.530 0.270 1.74 -0.41 0.34 -0.455
N 0.569 0.858 0.949 1.46 -1.59 0.19 -0.657
C 1.166 -0.046 0.269 1.96 0.05 2.97 0.881
C -1.359 2.055 0.157 -1.73 0.01 -0.91 -0.428
C 1.125 -0.304 -1.157 -0.82 0.48 -2.37 -1.162
C -1.781 -0.410 0.348 -0.32 1.47 0.26 -0.019
C 2.147 -0.975 1.091 -1.16 0.92 0.28 -1.183
C -2.237 0.846 0.034 0.66 -1.16 -0.55 -0.289
C -0.095 2.002 0.559 -0.43 -1.91 -0.84 -0.308
H 0.757 -1.305 -1.414 0.27 -0.13 0.46 0.342
H -3.372 -1.201 0.022 -2.31 0.19 -0.64 0.293
H 3.048 -0.393 1.324 -0.08 -0.11 -0.35 0.312
H -3.223 0.886 -0.530 1.17 0.34 1.00 0.155
H 2.413 -1.884 0.553 -0.04 0.02 0.06 0.342
H -0.784 -0.574 0.760 -1.20 -0.30 -0.10 0.457
H 1.719 -1.194 2.093 0.06 -0.06 -0.74 0.348
H -1.818 2.992 -0.211 0.52 -0.50 0.60 0.285
H 2.043 -0.143 -1.760 -0.21 -0.09 0.78 0.339
H 0.361 0.343 -1.577 -0.06 0.33 -0.30 0.324
H 0.651 2.714 0.644 0.52 2.45 -0.13 0.423
```
Positions in Å, forces in eV/Å.

## Properties
Energy relative to the best compared isomer or geometry (same formula, charge and spin), kJ/mol: 288.7
SMILES: CC(C)=N/C=C\C=C\O
Energy, hartree: -403.22399
E_HOMO, eV: -7.6
Frontier orbital gap, eV: 8.51
Total charge: 0

***

Entry 8:
An isolated molecule of C7H11NO in a non-equilibrium geometry, computed with ωB97M-V/def2-TZVPD.

The geometry in XYZ format:
```
20
Properties=species:S:1:pos:R:3:forces:R:3:mulliken_charge:R:1
O 1.596 -0.384 2.255 -0.95 -0.16 -2.15 -0.496
N 2.453 -0.714 0.195 1.18 -1.12 -1.30 -0.616
C -1.274 0.808 -1.552 -0.38 0.16 -0.22 -1.656
C -0.701 0.968 1.471 -0.23 0.04 0.16 -1.431
C -0.913 -2.492 -0.272 0.25 -0.10 0.33 0.051
C -0.536 -1.378 -0.516 -0.08 1.13 -0.89 -0.975
C 0.386 0.688 0.420 -0.23 -0.58 0.74 0.308
C 1.462 -0.249 1.039 0.16 2.03 2.83 0.121
C -0.139 0.047 -0.876 -0.25 -1.41 0.41 0.594
H -1.147 1.889 -1.425 0.01 -0.17 0.04 0.335
H 0.671 -0.027 -1.609 0.03 -0.01 0.26 0.361
H -0.885 0.100 2.114 0.21 0.12 -0.21 0.325
H 0.877 1.635 0.164 0.13 -0.12 -0.05 0.461
H -1.277 0.609 -2.629 -0.06 -0.06 0.22 0.431
H 2.156 -1.534 -0.329 0.12 -0.12 0.24 0.323
H 2.758 -0.038 -0.496 -0.27 0.16 0.02 0.302
H -2.254 0.522 -1.157 0.21 0.13 -0.02 0.370
H -0.398 1.794 2.122 -0.01 -0.20 -0.07 0.347
H -1.166 -3.480 0.046 -0.04 0.19 -0.17 0.466
H -1.669 1.235 1.037 0.22 0.09 -0.17 0.381
```
Positions in Å, forces in eV/Å.

## Properties
Energy relative to the best compared isomer or geometry (same formula, charge and spin), kJ/mol: 229.5
SMILES: C#C[C@@H](C)[C@@H](C)C(N)=O
Energy, hartree: -403.24657
E_HOMO, eV: -10.0
Frontier orbital gap, eV: 10.62
Total charge: 0

***

Copy entry 3 word for word.
A structure of composition C7H11N4P in a non-equilibrium geometry, computed with ωB97M-V/def2-TZVPD.

The geometry in XYZ format:
```
23
Properties=species:S:1:pos:R:3:forces:R:3:mulliken_charge:R:1
P -1.152 -1.704 1.464 -1.87 -0.87 1.47 0.051
N -1.005 -2.626 0.156 0.07 0.02 -0.96 -0.384
N 1.577 1.654 0.924 -2.09 1.93 1.17 -0.066
N 0.520 -0.247 1.043 0.12 1.35 0.78 -0.283
N -2.387 -1.479 -1.323 -3.03 0.53 -1.74 -0.413
C -1.493 -2.295 -1.044 2.80 -1.86 0.63 0.023
C 3.000 1.587 -1.067 0.50 0.76 1.10 -1.257
C 1.299 -0.266 -0.042 1.82 0.21 -1.65 -0.488
C -3.152 -0.697 -0.607 0.65 3.22 1.85 -0.129
C 1.910 0.979 -0.168 2.42 -1.75 -2.04 0.605
C 0.596 0.967 1.577 1.42 -1.76 -1.03 -0.411
C -2.589 0.458 -0.068 -0.16 -1.59 -0.26 -0.662
H 0.043 1.264 2.412 -0.52 0.64 1.07 0.490
H -4.218 -0.843 -0.448 0.01 -0.41 -0.45 0.310
H -1.056 -2.766 -1.891 0.53 -0.84 -0.58 0.425
H 1.746 2.650 1.026 -0.01 -0.32 0.13 0.274
H 1.537 -1.182 -0.624 -0.60 0.89 0.47 0.358
H 4.011 1.665 -0.515 -1.69 0.14 -0.56 0.263
H -0.387 -2.501 2.340 0.17 0.26 0.26 0.076
H -3.238 1.166 0.442 0.53 0.06 0.00 0.247
H -1.489 0.526 -0.207 -1.08 0.67 0.15 0.292
H 3.273 1.094 -1.983 -0.47 -0.76 -0.24 0.369
H 2.652 2.596 -1.398 0.48 -0.53 0.42 0.308
```
Positions in Å, forces in eV/Å.

## Properties
Energy, hartree: -833.51450
Spin multiplicity: 3
E_HOMO (alpha / beta), eV: -4.9 / -7.7
Frontier orbital gap (alpha / beta), eV: 5.35 / 6.39
Total charge: 0
Expectation value of S²: 2.0143

***

Please write out number 6 again, unchanged.
A cluster of 3 separate species, C7H11NO in total, computed with ωB97M-V/def2-TZVPD.

The geometry in XYZ format:
```
20
Properties=species:S:1:pos:R:3:forces:R:3:mulliken_charge:R:1
O -2.691 1.097 -1.037 0.19 -0.15 0.20 -0.518
N 0.015 -1.898 -0.645 0.00 -0.13 0.04 -0.419
C 2.397 0.178 -0.065 -0.10 0.02 0.05 -0.386
C 2.704 0.122 1.222 -0.03 0.02 -0.04 -0.664
C -2.024 0.623 -0.167 -0.06 0.17 -0.11 0.514
C 0.082 -0.596 -0.813 0.08 0.02 -0.06 0.394
C 0.129 0.507 -1.787 -0.02 0.00 0.07 -0.311
C -2.515 0.346 1.239 -0.01 -0.02 -0.03 -1.122
C 0.169 0.630 -0.270 -0.04 -0.04 -0.01 -0.572
H 1.047 0.650 -2.346 0.00 -0.01 0.03 0.258
H 0.216 -2.293 0.262 -0.02 0.06 -0.08 0.252
H 0.050 -2.511 -1.442 0.00 0.08 0.06 0.241
H -2.744 -0.722 1.304 0.01 0.05 -0.01 0.248
H 3.184 0.150 -0.825 0.01 0.00 0.04 0.194
H -3.419 0.918 1.464 0.06 -0.03 -0.04 0.385
H 1.927 0.158 1.994 0.00 0.01 -0.05 0.169
H -1.735 0.560 1.971 -0.02 0.00 -0.04 0.289
H -0.789 0.792 -2.297 -0.01 -0.02 0.06 0.244
H 0.278 1.229 0.616 0.01 -0.01 0.00 0.524
H 3.720 0.061 1.621 -0.06 -0.01 -0.07 0.276
```
Positions in Å, forces in eV/Å.

## Properties
Energy relative to the best compared isomer or geometry (same formula, charge and spin), kJ/mol: 797.4
Energy, hartree: -403.03025
E_HOMO (alpha / beta), eV: -6.0 / -6.3
Frontier orbital gap (alpha / beta), eV: 6.61 / 6.86
Total charge: 0